1.
# C17H18N2O4S

The molecule C17H18N2O4S (ωB97M-V/def2-TZVPD, the OMol25 dataset).

Values from the calculation:
* energy relative to the best compared isomer or geometry (same formula, charge and spin): 632.9 kJ/mol
* structure (SMILES): O=C(/C=C/c1ccco1)N1CCN(S(=O)(=O)c2ccccc2)CC1
* frontier orbital gap: 0.29382 Ha
* LUMO level: -0.0020 hartree

The geometry in ORCA input format:
```
! RIJCOSX wB97M-V def2-TZVPD def2/J DEFGRID3
* xyz 0 1
O 2.627 2.223 0.408
C 1.422 2.089 0.825
C 0.463 3.271 0.736
C 0.877 4.380 0.043
C 0.120 5.623 0.053
C 0.416 6.862 -0.476
C -0.574 7.742 -0.028
C -1.333 7.066 0.891
O -1.042 5.754 0.856
N 0.885 0.795 0.859
C 1.687 -0.353 0.336
C 1.285 -1.833 0.743
N -0.192 -1.933 0.904
S -1.151 -2.276 -0.612
O -0.743 -1.277 -1.621
O -2.575 -2.066 -0.328
C -0.758 -3.985 -1.083
C -0.777 -4.510 -2.498
C -0.390 -5.850 -2.737
C -0.224 -6.745 -1.696
C -0.124 -6.267 -0.386
C -0.481 -4.907 -0.058
C -0.868 -0.909 1.704
C -0.585 0.571 1.242
H -0.534 3.320 1.135
H 1.792 4.351 -0.572
H 1.292 7.149 -1.035
H -0.691 8.839 -0.212
H -2.006 7.549 1.492
H 2.725 -0.289 0.684
H 1.754 -0.167 -0.751
H 1.677 -2.775 0.163
H 1.697 -2.011 1.712
H -0.916 -3.851 -3.354
H -0.263 -6.332 -3.756
H 0.059 -7.723 -2.008
H 0.105 -6.951 0.380
H -0.237 -4.726 1.034
H -0.535 -0.915 2.754
H -1.986 -1.039 1.775
H -0.651 1.297 2.091
H -1.247 0.809 0.388
*
```

What are the Mulliken partial charges on each atom? They are as follows, in elementary charge units: number 1, O, carries -0.69; number 2, C, carries 0.54; number 3, C, carries -0.52; number 4, C, carries -0.41; number 5, C, carries 0.46; number 6, C, carries -0.60; number 7, C, carries -0.33; number 8, C, carries -0.41; number 9, O, carries -0.31; number 10, N, carries 0.19; number 11, C, carries -0.58; number 12, C, carries -0.79; number 13, N, carries 0.02; number 14, S, carries 1.34; number 15, O, carries -0.66; number 16, O, carries -0.66; number 17, C, carries 0.16; number 18, C, carries -0.43; number 19, C, carries -0.31; number 20, C, carries -0.44; number 21, C, carries -0.61; number 22, C, carries -0.16; number 23, C, carries -1.30; number 24, C, carries -0.39; number 25, H, carries 0.48; number 26, H, carries 0.38; number 27, H, carries 0.41; number 28, H, carries 0.32; number 29, H, carries 0.49; number 30, H, carries 0.35; number 31, H, carries 0.33; number 32, H, carries 0.34; number 33, H, carries 0.44; number 34, H, carries 0.39; number 35, H, carries 0.28; number 36, H, carries 0.36; number 37, H, carries 0.40; number 38, H, carries 0.32; number 39, H, carries 0.49; number 40, H, carries 0.33; number 41, H, carries 0.52; number 42, H, carries 0.27

2.
# C46H62CeN5O10S

A structure of composition C46H62CeN5O10S (ωB97M-V/def2-TZVPD, the OMol25 dataset).

Values from the calculation:
* frontier orbital gap (alpha / beta): 0.24210 / 0.24172 Ha
* LUMO level (alpha / beta): 0.1512 / 0.1512 hartree

The geometry in ORCA input format:
```
! RIJCOSX wB97M-V def2-TZVPD def2/J DEFGRID3
* xyz -2 2
Ce -0.020 0.546 -0.286
C 2.733 -0.487 5.186
C 1.773 0.656 4.823
C 1.410 1.433 6.098
C 2.358 1.626 3.811
C 3.684 1.996 4.004
C 4.284 2.989 3.255
C 3.496 3.696 2.368
C 2.164 3.363 2.138
C 1.419 4.344 1.241
C -0.022 4.625 1.678
C 1.488 3.946 -0.234
C 1.598 2.227 2.770
N 0.365 1.701 2.317
C -0.705 1.816 3.087
O -0.786 2.418 4.173
C -2.004 1.224 2.549
C -3.165 1.682 3.161
C -4.392 1.225 2.722
C -4.417 0.310 1.688
C -3.220 -0.111 1.120
N -2.027 0.341 1.540
C -3.378 -1.065 -0.060
O -4.435 -1.710 -0.116
N -2.373 -1.094 -0.939
C -2.657 -1.668 -2.209
C -2.154 -2.923 -2.611
C -2.481 -3.417 -3.869
C -3.266 -2.701 -4.753
C -3.742 -1.461 -4.369
C -3.461 -0.936 -3.116
C -4.045 0.419 -2.763
C -3.661 1.495 -3.781
C -5.567 0.320 -2.598
C -1.331 -3.806 -1.695
C -2.255 -4.734 -0.900
C -0.246 -4.602 -2.429
H 2.188 -1.300 5.669
H 3.492 -0.139 5.891
H 3.236 -0.887 4.306
H 0.848 0.242 4.422
H 2.291 1.953 6.485
H 1.039 0.753 6.872
H 0.634 2.161 5.870
H 4.266 1.495 4.768
H 5.331 3.231 3.391
H 3.915 4.543 1.834
H 1.969 5.287 1.341
H -0.679 3.829 1.345
H -0.371 5.565 1.241
H -0.088 4.692 2.765
H 0.956 3.013 -0.394
H 2.522 3.814 -0.558
H 1.015 4.708 -0.857
H -3.059 2.395 3.965
H -5.310 1.573 3.180
H -5.335 -0.103 1.296
H -2.116 -4.396 -4.159
H -3.506 -3.107 -5.729
H -4.355 -0.892 -5.059
H -3.628 0.722 -1.806
H -4.131 1.315 -4.752
H -2.579 1.529 -3.917
H -3.990 2.473 -3.422
H -6.044 0.034 -3.541
H -5.979 1.283 -2.280
H -5.805 -0.433 -1.848
H -0.807 -3.182 -0.989
H -2.745 -5.453 -1.564
H -3.035 -4.152 -0.403
H -1.690 -5.285 -0.143
H -0.648 -5.487 -2.931
H 0.515 -4.926 -1.716
H 0.243 -3.971 -3.172
C -0.365 -4.493 5.180
C 0.495 -3.878 4.107
C 1.065 -4.653 3.103
C 1.797 -4.069 2.080
C 1.954 -2.697 2.051
C 1.428 -1.911 3.062
C 0.700 -2.500 4.082
S 2.890 -1.911 0.742
O 2.628 -2.707 -0.465
O 4.265 -2.012 1.205
N 2.371 -0.413 0.624
C 3.498 0.519 0.423
C 3.642 0.648 -1.072
O 4.546 0.222 -1.758
O 2.560 1.238 -1.580
H -0.249 -5.577 5.211
H -1.418 -4.273 4.986
H -0.117 -4.084 6.161
H 0.917 -5.728 3.115
H 2.221 -4.668 1.283
H 1.537 -0.839 2.974
H 0.256 -1.880 4.856
H 4.417 0.133 0.861
H 3.253 1.486 0.859
O -0.518 -1.840 0.778
H -1.245 -1.719 0.101
H -0.968 -1.929 1.623
O 0.765 -1.293 -1.837
H 1.052 -0.628 -2.482
H 1.540 -1.817 -1.524
C -1.725 2.481 -0.567
H -2.132 2.937 0.349
H -2.598 2.048 -1.077
H -1.409 3.312 -1.213
O -0.634 2.067 -4.690
C 0.181 1.383 -4.075
O 0.233 1.121 -2.837
C 1.349 0.716 -4.890
N 2.626 0.897 -4.168
C 3.377 1.993 -4.812
C 2.472 2.533 -5.930
C 1.545 1.360 -6.257
H 1.103 -0.347 -4.958
H 3.178 0.050 -4.160
H 2.538 1.166 -2.597
H 4.318 1.616 -5.221
H 3.619 2.767 -4.081
H 3.055 2.874 -6.787
H 1.867 3.361 -5.559
H 2.015 0.668 -6.962
H 0.587 1.688 -6.654
*
```

Here are the Mulliken charges for atoms 1 to 99, given in e: number 1, Ce, carries 1.16; number 2, C, carries -2.14; number 3, C, carries 1.81; number 4, C, carries -1.87; number 5, C, carries 0.90; number 6, C, carries -0.37; number 7, C, carries -1.46; number 8, C, carries -0.28; number 9, C, carries 0.36; number 10, C, carries 0.06; number 11, C, carries -1.68; number 12, C, carries -0.46; number 13, C, carries -0.94; number 14, N, carries 1.51; number 15, C, carries 0.15; number 16, O, carries -0.81; number 17, C, carries -0.11; number 18, C, carries -0.98; number 19, C, carries -0.90; number 20, C, carries -1.08; number 21, C, carries 0.59; number 22, N, carries 1.23; number 23, C, carries -0.50; number 24, O, carries -0.83; number 25, N, carries 1.68; number 26, C, carries -2.10; number 27, C, carries 0.93; number 28, C, carries -0.34; number 29, C, carries -1.46; number 30, C, carries -0.21; number 31, C, carries 0.99; number 32, C, carries 2.93; number 33, C, carries -1.29; number 34, C, carries -1.98; number 35, C, carries 2.70; number 36, C, carries -1.73; number 37, C, carries -1.94; number 38, H, carries 0.43; number 39, H, carries 0.61; number 40, H, carries 0.43; number 41, H, carries -0.52; number 42, H, carries 0.35; number 43, H, carries 0.49; number 44, H, carries 0.31; number 45, H, carries 0.29; number 46, H, carries 0.34; number 47, H, carries 0.38; number 48, H, carries 0.63; number 49, H, carries 0.06; number 50, H, carries 0.53; number 51, H, carries 0.37; number 52, H, carries -0.54; number 53, H, carries 0.33; number 54, H, carries 0.60; number 55, H, carries 0.52; number 56, H, carries 0.40; number 57, H, carries 0.54; number 58, H, carries 0.24; number 59, H, carries 0.35; number 60, H, carries 0.30; number 61, H, carries -1.90; number 62, H, carries 0.37; number 63, H, carries 0.08; number 64, H, carries 0.45; number 65, H, carries 0.34; number 66, H, carries 0.45; number 67, H, carries 0.40; number 68, H, carries -1.27; number 69, H, carries 0.40; number 70, H, carries 0.33; number 71, H, carries 0.37; number 72, H, carries 0.49; number 73, H, carries 0.34; number 74, H, carries 0.32; number 75, C, carries -1.54; number 76, C, carries 0.50; number 77, C, carries -1.09; number 78, C, carries -0.83; number 79, C, carries 0.19; number 80, C, carries 0.64; number 81, C, carries -0.59; number 82, S, carries 1.54; number 83, O, carries -1.05; number 84, O, carries -0.86; number 85, N, carries 0.27; number 86, C, carries -0.32; number 87, C, carries 0.75; number 88, O, carries -0.72; number 89, O, carries 0.12; number 90, H, carries 0.40; number 91, H, carries 0.29; number 92, H, carries 0.34; number 93, H, carries 0.29; number 94, H, carries 0.50; number 95, H, carries -0.20; number 96, H, carries 0.47; number 97, H, carries 0.69; number 98, H, carries -0.66; number 99, O, carries 0.02

3.
# C11H12F3N6O4ReS

A structure of composition C11H12F3N6O4ReS (ωB97M-V/def2-TZVPD, the OMol25 dataset).

Values from the calculation:
* energy relative to the best compared isomer or geometry (same formula, charge and spin): 109.3 kJ/mol
* frontier orbital gap (alpha / beta): 0.24015 / 0.24583 Ha
* LUMO level (alpha / beta): -0.2046 / -0.1901 hartree

The geometry in ORCA input format:
```
! RIJCOSX wB97M-V def2-TZVPD def2/J DEFGRID3
* xyz 1 2
Re 0.606 0.914 0.064
C -1.239 -2.482 2.176
C -0.841 -1.368 1.272
N 0.210 -0.625 1.433
N 1.007 -0.932 2.509
C 2.037 -0.153 2.620
N 2.921 -0.378 3.598
S 2.329 1.265 1.609
C -1.626 -1.024 0.101
C -2.712 -1.757 -0.339
C -3.347 -1.384 -1.510
C -2.886 -0.281 -2.215
C -1.807 0.422 -1.731
N -1.190 0.058 -0.589
H -0.569 -2.539 3.024
H -1.205 -3.433 1.639
H -2.261 -2.334 2.528
H 2.795 -1.177 4.198
H 3.759 0.167 3.682
H -3.039 -2.622 0.221
H -4.190 -1.955 -1.876
H -3.344 0.029 -3.143
H -1.400 1.274 -2.255
N -0.468 2.627 0.971
N 0.192 3.781 0.489
C 0.789 3.680 -0.774
O 1.029 4.641 -1.430
O 1.062 2.404 -1.119
H -1.462 2.653 0.747
H -0.373 2.603 1.983
H -0.246 4.670 0.685
F 3.325 -0.535 -3.804
C 2.626 -1.306 -2.977
F 3.467 -1.938 -2.167
F 1.967 -2.220 -3.695
C 1.608 -0.444 -2.206
O 0.781 0.207 -2.807
O 1.696 -0.507 -0.911
*
```

What are the Mulliken partial charges on each atom? They are as follows, in elementary charge units: number 1, Re, carries 1.21; number 2, C, carries -1.61; number 3, C, carries 1.40; number 4, N, carries 0.93; number 5, N, carries -1.52; number 6, C, carries 0.78; number 7, N, carries -0.39; number 8, S, carries -0.45; number 9, C, carries 0.14; number 10, C, carries -0.85; number 11, C, carries -0.51; number 12, C, carries -0.76; number 13, C, carries -0.09; number 14, N, carries -0.13; number 15, H, carries 0.36; number 16, H, carries 0.39; number 17, H, carries 0.40; number 18, H, carries 0.24; number 19, H, carries 0.21; number 20, H, carries 0.48; number 21, H, carries 0.44; number 22, H, carries 0.45; number 23, H, carries 0.54; number 24, N, carries -0.50; number 25, N, carries -0.21; number 26, C, carries 0.54; number 27, O, carries -0.53; number 28, O, carries -0.58; number 29, H, carries 0.35; number 30, H, carries 0.39; number 31, H, carries 0.28; number 32, F, carries -0.24; number 33, C, carries 0.86; number 34, F, carries -0.25; number 35, F, carries -0.25; number 36, C, carries 0.51; number 37, O, carries -0.46; number 38, O, carries -0.57